(1)
{"formula": "C5H5ClF2", "method": "the ωB97M-V functional and the def2-TZVPD basis", "species": ["F", "C", "C", "C", "C", "F", "C", "Cl", "H", "H", "H", "H", "H"], "positions_angstrom": [[-0.31057, 2.25990, 0.68162], [-0.38846, 1.22334, -0.23914], [-1.78610, 0.68926, -0.38206], [-1.81633, -0.64206, -0.38419], [-0.42914, -1.20954, -0.23681], [-0.39339, -2.23769, 0.68530], [0.38739, -0.00041, 0.24946], [2.09196, -0.03954, -0.25308], [-0.01103, 1.61568, -1.18271], [-2.63080, 1.34436, -0.53742], [-2.70140, -1.26337, -0.50031], [-0.04039, -1.60060, -1.18026], [0.35192, 0.01263, 1.35716]], "forces_ev_per_angstrom": [[-0.0492, -0.0191, -0.0007], [-0.1549, -0.1728, 0.0172], [-0.0205, -0.2477, -0.0659], [0.1030, 0.3255, 0.0754], [-0.1548, 0.3167, -0.0216], [0.0582, -0.1618, 0.0956], [-0.1931, -0.0885, 0.4371], [-0.0704, 0.0212, 0.0305], [0.1443, -0.0038, -0.0494], [-0.0324, 0.0371, 0.0713], [0.2476, 0.0884, -0.0201], [0.0316, -0.0378, 0.0492], [0.0906, -0.0574, -0.6186]], "lowdin_charge": [-0.01, -0.35, -0.01, 0.00, -0.35, 0.00, -0.58, 0.64, 0.15, 0.12, 0.12, 0.15, 0.14], "charge": 0, "smiles": "F[C@@H]1C=C[C@H](F)[C@H]1Cl", "lumo_energy_ev": 0.99, "de_lowest_kcal_mol": 0.0, "total_energy_ev": -23223.044, "homo_energy_ha": -0.397}

(2)
{"formula": "C4H12N3", "method": "the ωB97M-V functional and the def2-TZVPD basis", "species": ["N", "C", "C", "C", "N", "C", "N", "H", "H", "H", "H", "H", "H", "H", "H", "H", "H", "H", "H"], "positions_angstrom": [[1.59018, 2.24251, 1.75846], [0.47207, 1.61473, 1.07614], [0.78983, 0.17516, 0.59111], [-0.31840, -0.39408, -0.24708], [-1.61064, -0.70666, 0.26207], [-0.06669, -0.82381, -1.47893], [-1.04380, -1.73696, -2.11996], [2.36693, 2.35301, 1.11496], [1.95998, 1.61876, 2.47271], [-0.34617, 1.52429, 1.78778], [0.09438, 2.26752, 0.29653], [0.92387, -0.44429, 1.47627], [1.68397, 0.24376, -0.02497], [-1.52397, -1.36292, 1.03779], [-2.11415, 0.04076, 0.73516], [0.86957, -0.79934, -2.00861], [-0.53070, -2.56956, -2.40600], [-1.73013, -1.92198, -1.37251], [-1.46613, -1.32090, -2.95090]], "forces_ev_per_angstrom": [[0.2534, -0.2698, -0.1486], [-0.0026, -0.5157, 0.7921], [-0.8397, 1.3863, -0.6708], [0.5306, -0.4678, -0.0304], [-0.4681, -0.5284, 0.8648], [0.1096, -0.5217, -0.0449], [0.5726, 0.7003, 0.0129], [-0.0472, 0.2550, -0.0834], [-0.2260, 0.1749, 0.1265], [-0.1508, 0.1614, 0.2037], [0.2081, -0.0062, -0.3830], [0.2351, -0.2056, -0.0772], [0.2256, -0.3598, 0.1573], [0.2157, -0.2499, -0.1147], [0.2293, 0.4699, -0.5719], [0.1459, 0.2931, 0.0962], [-0.3044, -0.2420, 0.0149], [-0.3933, 0.0253, -0.2104], [-0.2939, -0.0994, 0.0671]], "lowdin_charge": [0.00, -0.28, -0.13, -0.31, 0.08, -0.03, 0.20, 0.07, 0.08, 0.11, 0.12, 0.13, 0.12, 0.12, 0.11, 0.13, 0.17, 0.14, 0.17], "charge": 1, "smiles": "NCC/C(N)=C/[NH3+]", "lumo_energy_ev": -3.45, "de_lowest_kcal_mol": 46.5, "total_energy_ev": -8805.717, "homo_energy_ha": -0.459}

(3)
{"formula": "C27H23Cl2MoN4O5PSe2", "method": "the ωB97M-V functional and the def2-TZVPD basis", "species": ["Mo", "Se", "P", "Se", "C", "C", "C", "C", "C", "C", "C", "C", "C", "C", "C", "C", "H", "H", "H", "H", "H", "H", "H", "H", "H", "H", "O", "C", "C", "C", "C", "C", "C", "C", "O", "N", "O", "O", "H", "H", "H", "H", "C", "C", "C", "O", "H", "H", "H", "H", "H", "H", "H", "Cl", "C", "Cl", "H", "H", "N", "C", "C", "C", "N", "C", "N"], "positions_angstrom": [[-0.18123, 0.37422, 0.95717], [1.53434, 2.42049, 1.19500], [2.85087, 1.08284, 0.10823], [1.63852, -0.61428, -0.54247], [4.21510, 0.50002, 1.15049], [4.78020, -0.75069, 0.92448], [5.84549, -1.17724, 1.70177], [6.34779, -0.35909, 2.70386], [5.78437, 0.88894, 2.93103], [4.71709, 1.31884, 2.15803], [3.64777, 1.93553, -1.27619], [4.24975, 3.17045, -1.04662], [4.87909, 3.83397, -2.08502], [4.90542, 3.27082, -3.35514], [4.30316, 2.04385, -3.58504], [3.67204, 1.37324, -2.54622], [4.38018, -1.39868, 0.15441], [6.27811, -2.15357, 1.52853], [7.17578, -0.69765, 3.31257], [6.16938, 1.52546, 3.71664], [4.25887, 2.28090, 2.35341], [4.21670, 3.61973, -0.06080], [5.34484, 4.79390, -1.90630], [5.39165, 3.79505, -4.16725], [4.31791, 1.60618, -4.57419], [3.19202, 0.42006, -2.72917], [-1.76964, 1.45988, 1.99599], [-2.61697, 2.25234, 1.57705], [-2.74388, 2.70264, 0.22047], [-3.70765, 3.67053, -0.08106], [-3.81106, 4.12449, -1.37014], [-2.98807, 3.63895, -2.38923], [-2.04507, 2.68134, -2.10895], [-1.90230, 2.19735, -0.79916], [-1.01155, 1.27573, -0.54715], [-4.80855, 5.14883, -1.68528], [-5.51522, 5.54228, -0.77797], [-4.80000, 5.61244, -2.80783], [-3.33103, 2.66500, 2.30061], [-4.36746, 4.06048, 0.68208], [-3.11184, 4.02479, -3.39052], [-1.40604, 2.27727, -2.88139], [2.01350, -0.98525, 4.08507], [0.56771, -0.54856, 3.91958], [-0.43798, -1.61860, 4.29896], [0.37696, -0.21588, 2.55528], [2.18403, -1.32601, 5.10656], [2.69570, -0.16279, 3.86937], [2.23108, -1.80816, 3.40245], [0.38084, 0.37005, 4.48459], [-0.24275, -2.53693, 3.74381], [-1.45320, -1.28824, 4.08092], [-0.36317, -1.83315, 5.36523], [-1.44298, -1.25247, -2.65663], [-2.39398, -2.64973, -3.20046], [-3.28776, -2.30099, -4.68507], [-3.10377, -2.89761, -2.42181], [-1.71529, -3.47185, -3.39007], [-1.48599, -1.23063, 0.76395], [-2.20680, -2.12271, 0.56745], [-3.05423, -3.17247, 0.33617], [-4.35323, -3.14233, 0.90578], [-5.39841, -3.09826, 1.38824], [-2.61422, -4.23356, -0.49236], [-2.24393, -5.09504, -1.16348]], "forces_ev_per_angstrom": [[0.2843, 0.0465, 0.7993], [-0.2214, -0.1102, -0.1001], [0.1431, 0.0057, -0.1220], [-0.1816, -0.0059, 0.1103], [-0.0307, 0.0815, 0.0625], [0.0027, -0.0189, -0.0346], [0.0098, -0.0065, 0.0123], [-0.0042, 0.0095, -0.0007], [0.0121, -0.0143, 0.0046], [-0.0171, 0.0065, 0.0046], [-0.0304, -0.0667, -0.0199], [0.0210, 0.0145, 0.0245], [0.0058, 0.0069, -0.0026], [-0.0074, -0.0130, -0.0042], [0.0105, 0.0121, -0.0002], [-0.0013, -0.0257, -0.0003], [-0.0067, 0.0070, 0.0029], [0.0041, -0.0024, -0.0002], [0.0047, 0.0009, 0.0049], [0.0044, 0.0008, 0.0046], [-0.0046, -0.0037, -0.0025], [-0.0060, -0.0021, 0.0008], [-0.0016, 0.0058, -0.0004], [0.0067, -0.0017, -0.0015], [0.0006, 0.0017, -0.0060], [-0.0133, 0.0057, 0.0070], [-0.0981, 0.0032, -0.0465], [0.1594, -0.1510, 0.1723], [0.0767, 0.0587, -0.2370], [0.0255, -0.0730, -0.0709], [-0.0544, -0.2055, -0.0207], [-0.0215, -0.0093, 0.0338], [0.0050, -0.0253, 0.0266], [-0.2412, 0.0910, 0.0055], [0.1931, -0.1185, 0.0941], [0.3893, 0.6549, 0.1746], [-0.1596, -0.1984, -0.0751], [-0.1733, -0.2182, -0.0618], [0.0266, -0.0280, 0.0259], [0.0095, 0.0037, 0.0161], [-0.0057, 0.0044, -0.0039], [0.0088, -0.0095, 0.0119], [-0.0384, 0.0178, 0.0089], [0.0866, 0.0005, 0.1571], [-0.0015, 0.0110, -0.0017], [-0.2895, 0.1027, -0.7650], [0.0007, 0.0199, 0.0106], [0.0003, -0.0076, -0.0228], [-0.0067, -0.0116, 0.0090], [-0.0034, -0.0352, 0.0133], [-0.0011, 0.0054, -0.0134], [0.0019, 0.0009, 0.0018], [0.0080, -0.0005, 0.0000], [0.0107, -0.0034, -0.0177], [-0.0269, 0.0414, -0.1136], [-0.0122, 0.0292, -0.0439], [0.0194, 0.0619, -0.1331], [-0.0346, 0.0098, 0.0475], [0.1234, 0.0662, -0.1574], [0.1390, 0.2406, 0.0718], [-0.0544, 0.0255, -0.0972], [-0.0170, -0.0819, 0.0265], [-0.0390, 0.0157, -0.0045], [-0.0099, -0.2335, 0.2826], [0.0210, 0.0117, -0.0466]], "lowdin_charge": [1.21, 0.38, 0.23, 0.39, -0.40, -0.10, -0.07, -0.07, -0.07, -0.12, -0.39, -0.10, -0.07, -0.07, -0.07, -0.10, 0.08, 0.11, 0.11, 0.11, 0.08, 0.10, 0.11, 0.11, 0.11, 0.07, -0.11, -0.13, -0.11, 0.07, -0.14, 0.04, 0.04, -0.29, -0.34, -0.36, 0.08, 0.08, 0.15, 0.13, 0.13, 0.13, -0.03, -0.46, -0.04, -0.46, 0.09, 0.07, 0.09, 0.15, 0.09, 0.08, 0.09, 0.53, -1.02, 0.51, -0.01, 0.02, 0.02, -0.17, -0.27, -0.23, 0.13, -0.25, 0.15], "charge": 0, "lumo_energy_ev": -1.51, "de_lowest_kcal_mol": 0.0, "total_energy_ev": -211451.644, "homo_energy_ha": -0.306}